{"formula": "C30H26CoN10O6S2Se", "method": "ωB97M-V with the def2-TZVPD basis set", "symbols": ["Co", "C", "C", "C", "C", "C", "C", "N", "C", "C", "C", "C", "C", "C", "N", "N", "C", "C", "C", "C", "C", "N", "H", "H", "H", "H", "H", "H", "H", "H", "H", "H", "H", "H", "H", "N", "C", "C", "C", "C", "C", "C", "S", "O", "O", "N", "C", "S", "C", "C", "N", "H", "H", "H", "H", "H", "H", "H", "H", "O", "Se", "O", "O", "O", "N", "C", "C", "N", "C", "C", "N", "H", "H", "H", "H", "H"], "positions_angstrom": [[0.883656, -0.708077, 0.396861], [2.450184, 0.434913, -4.984995], [2.809670, -0.887956, -4.782558], [2.786371, -1.457152, -3.519067], [2.410918, -0.711685, -2.384604], [2.011754, 0.621204, -2.619266], [2.034526, 1.175493, -3.882255], [2.315688, -1.214011, -1.100471], [2.854292, -2.428968, -0.794665], [4.132744, -2.887821, -1.203618], [4.629040, -4.094984, -0.773628], [3.900738, -4.929597, 0.086428], [2.661857, -4.516102, 0.515161], [2.146513, -3.299642, 0.069376], [0.919525, -2.788999, 0.489633], [0.177093, -3.461480, 1.228879], [-0.960675, -2.696602, 1.630677], [-1.939541, -3.343812, 2.370069], [-3.043328, -2.609368, 2.762157], [-3.122114, -1.272259, 2.403093], [-2.081237, -0.713550, 1.678055], [-1.021706, -1.409778, 1.298219], [2.460033, 0.869499, -5.976729], [3.098445, -1.506619, -5.626334], [3.029899, -2.505693, -3.420150], [1.622388, 1.205709, -1.799218], [1.694440, 2.197388, -4.003509], [4.733600, -2.246711, -1.834635], [5.622979, -4.394474, -1.088990], [4.325131, -5.862215, 0.435278], [2.077015, -5.099186, 1.213497], [-1.807249, -4.385295, 2.623785], [-3.829721, -3.073629, 3.344944], [-3.961970, -0.653345, 2.686945], [-2.098969, 0.326952, 1.379501], [-5.907911, 1.994086, 3.042402], [-5.059045, 2.241202, 1.947369], [-3.808818, 2.830612, 2.148616], [-2.979767, 3.081726, 1.073102], [-3.381028, 2.761006, -0.219060], [-4.628550, 2.204269, -0.426081], [-5.465015, 1.943987, 0.651583], [-2.227100, 3.013351, -1.559015], [-1.636495, 4.307587, -1.321583], [-3.007650, 2.853251, -2.777065], [-1.134130, 1.894569, -1.346761], [-1.322217, 0.642072, -1.799303], [-2.467720, 0.145671, -3.048715], [-1.880866, -1.476740, -2.925189], [-0.905548, -1.541737, -1.996972], [-0.602395, -0.368835, -1.357375], [-5.402647, 1.853401, 3.904971], [-6.543880, 1.227566, 2.880796], [-3.479644, 3.071327, 3.152876], [-2.003656, 3.524681, 1.224942], [-4.929606, 1.957624, -1.435443], [-6.437613, 1.494036, 0.484491], [-2.255509, -2.277975, -3.538907], [-0.349819, -2.432757, -1.737056], [-0.049031, 0.270185, 3.556710], [1.530879, -0.186878, 3.578244], [1.844668, -1.210056, 4.798684], [1.788033, -1.043768, 2.138843], [2.505831, 1.118421, 3.574603], [4.208024, 3.534750, 0.410667], [2.922263, 3.114573, 0.736820], [2.509489, 1.809549, 0.447946], [1.285152, 1.405402, 0.723441], [0.481175, 2.256470, 1.363772], [0.912992, 3.529017, 1.666239], [2.121116, 3.980298, 1.332922], [4.604383, 3.074838, -0.393272], [4.276573, 4.539518, 0.367624], [3.175331, 1.087996, -0.011420], [-0.483108, 1.888575, 1.675241], [0.260867, 4.214983, 2.192452]], "forces_ev_per_a": [[-0.3, 0.6, -0.2], [0.0, 0.0, 0.0], [0.0, 0.0, -0.1], [0.0, 0.0, 0.1], [0.0, 0.2, 0.0], [0.0, -0.1, 0.0], [0.0, 0.0, 0.0], [-0.2, -0.2, 0.0], [0.2, 0.0, 0.0], [0.0, 0.0, 0.0], [0.0, 0.0, -0.1], [0.0, 0.0, 0.0], [0.1, -0.1, 0.0], [-0.2, 0.0, 0.1], [0.1, -0.4, 0.2], [-0.1, 0.1, -0.1], [0.2, -0.1, 0.0], [0.0, 0.1, 0.0], [0.0, 0.1, 0.0], [0.0, 0.0, 0.0], [0.0, 0.1, 0.0], [0.0, -0.3, 0.0], [0.0, 0.0, 0.0], [0.0, 0.0, 0.0], [0.0, 0.0, 0.0], [0.0, 0.0, 0.0], [0.0, 0.0, 0.0], [0.0, 0.0, 0.0], [0.0, 0.0, 0.0], [0.0, 0.0, 0.0], [0.0, 0.0, 0.0], [0.0, 0.0, 0.0], [0.0, 0.0, 0.0], [0.0, 0.0, 0.0], [0.0, 0.0, 0.0], [0.0, 0.0, 0.0], [0.1, 0.0, 0.0], [0.0, 0.0, 0.0], [0.0, 0.1, 0.0], [0.2, 0.1, 0.0], [0.0, -0.1, -0.1], [0.0, 0.0, 0.0], [-0.1, 0.0, 0.0], [0.1, -0.1, 0.0], [0.0, 0.0, 0.1], [-0.2, 0.1, -0.1], [0.0, 0.2, 0.1], [0.0, -0.1, -0.1], [0.0, 0.0, 0.1], [-0.1, 0.0, -0.1], [0.3, 0.0, 0.2], [0.0, 0.0, 0.0], [0.0, 0.0, 0.0], [0.0, 0.0, 0.0], [0.0, 0.0, 0.0], [0.0, 0.0, 0.0], [0.0, 0.0, 0.0], [-0.1, 0.0, 0.0], [0.0, 0.0, 0.0], [0.0, -0.1, -0.1], [-0.2, 0.2, 0.1], [0.0, -0.1, 0.0], [0.2, 0.0, 0.1], [0.1, 0.0, -0.1], [0.1, 0.0, 0.0], [-0.1, -0.1, 0.0], [0.0, 0.1, 0.1], [0.0, 0.0, 0.0], [0.0, 0.0, 0.0], [0.0, -0.1, 0.0], [0.0, 0.0, 0.0], [0.0, 0.0, 0.0], [0.0, 0.0, 0.0], [0.0, 0.0, 0.0], [0.0, 0.0, 0.0], [0.0, 0.0, 0.0]], "charge": -2, "lumo_energy_ev": [3.8, 3.9], "orbital_gap_ev": [6.1, 6.2], "de_lowest_ev": 0.000, "e_homo_ev": [-2.26, -2.30], "multiplicity": 4}

{"formula": "C30H26CoN10O6S2Se", "method": "ωB97M-V with the def2-TZVPD basis set", "symbols": ["Co", "C", "C", "C", "C", "C", "C", "N", "C", "C", "C", "C", "C", "C", "N", "N", "C", "C", "C", "C", "C", "N", "H", "H", "H", "H", "H", "H", "H", "H", "H", "H", "H", "H", "H", "N", "C", "C", "C", "C", "C", "C", "S", "O", "O", "N", "C", "S", "C", "C", "N", "H", "H", "H", "H", "H", "H", "H", "H", "O", "Se", "O", "O", "O", "N", "C", "C", "N", "C", "C", "N", "H", "H", "H", "H", "H"], "positions_angstrom": [[0.243217, -0.659282, -0.628008], [-3.114476, -1.725000, -4.855189], [-2.061830, -2.610152, -4.645239], [-0.955087, -2.229233, -3.905866], [-0.869939, -0.945927, -3.351919], [-1.937392, -0.071496, -3.554605], [-3.046234, -0.455188, -4.300097], [0.232813, -0.617972, -2.533674], [1.518318, -0.831698, -3.048422], [1.872058, -0.852297, -4.396804], [3.192791, -1.081465, -4.770337], [4.179071, -1.292953, -3.811935], [3.853921, -1.254726, -2.464524], [2.537582, -1.003079, -2.093988], [2.053820, -0.935957, -0.807131], [2.804776, -1.212236, 0.233805], [2.061100, -1.207090, 1.350901], [2.633326, -1.524787, 2.601040], [1.830006, -1.606256, 3.701453], [0.450622, -1.346130, 3.583974], [-0.039245, -0.999327, 2.352300], [0.726278, -0.911734, 1.260547], [-3.985367, -2.027195, -5.426108], [-2.117514, -3.620580, -5.032826], [-0.170362, -2.947191, -3.680096], [-1.909120, 0.916385, -3.119981], [-3.865607, 0.242180, -4.436289], [1.111323, -0.698055, -5.151303], [3.451854, -1.100452, -5.823660], [5.198237, -1.499686, -4.118273], [4.590353, -1.420268, -1.689491], [3.699271, -1.703278, 2.633624], [2.250792, -1.869992, 4.664347], [-0.217599, -1.430731, 4.428982], [-1.091303, -0.775748, 2.220844], [-1.230449, 3.892106, 6.337973], [-0.225942, 3.593141, 5.396786], [0.218285, 2.279310, 5.236254], [1.228041, 1.986669, 4.338178], [1.810284, 3.006495, 3.591690], [1.380153, 4.314448, 3.745719], [0.366988, 4.607327, 4.650238], [3.032787, 2.574893, 2.376857], [3.937507, 1.658447, 3.019555], [3.575854, 3.827547, 1.889779], [2.188581, 1.770119, 1.311795], [1.447322, 2.330289, 0.351700], [1.400359, 4.077321, -0.060392], [0.177454, 3.766241, -1.242505], [-0.088088, 2.449879, -1.284138], [0.595489, 1.640011, -0.403430], [-1.833081, 3.113723, 6.548842], [-1.760222, 4.719534, 6.120104], [-0.247868, 1.483753, 5.810776], [1.565364, 0.966253, 4.188895], [1.842488, 5.090520, 3.147854], [0.021397, 5.629855, 4.771569], [-0.242227, 4.555105, -1.849851], [-0.788907, 1.986092, -1.956574], [-0.030185, -4.856088, -2.284640], [-0.706885, -4.244685, -0.938029], [-0.525361, -5.167985, 0.386068], [0.004996, -2.756984, -0.639890], [-2.313057, -3.925522, -1.212894], [-4.433470, -2.667474, -0.812349], [-3.817880, -1.509968, -0.474146], [-2.434475, -1.426394, -0.763213], [-1.706151, -0.419939, -0.353647], [-2.338741, 0.608432, 0.267860], [-3.696815, 0.558382, 0.439169], [-4.461162, -0.496829, 0.092534], [-3.783723, -3.456374, -0.952549], [-5.335521, -2.834951, -0.405509], [-1.959567, -2.246119, -1.280641], [-1.732261, 1.432866, 0.615396], [-4.211731, 1.399142, 0.892758]], "forces_ev_per_a": [[-0.3, 0.1, -0.4], [0.1, 0.0, 0.0], [0.0, 0.0, -0.1], [0.1, 0.0, 0.1], [0.0, -0.3, -0.1], [0.1, 0.1, -0.1], [0.0, 0.0, 0.0], [0.3, 0.3, 0.3], [-0.3, 0.1, 0.0], [0.0, 0.0, 0.0], [0.0, 0.0, 0.0], [0.0, 0.0, 0.0], [0.0, 0.1, 0.1], [0.0, -0.1, 0.1], [0.5, 0.0, 0.0], [-0.1, -0.1, -0.1], [-0.1, 0.1, 0.0], [0.1, 0.0, 0.0], [0.0, 0.0, 0.0], [0.1, -0.1, 0.0], [-0.1, 0.1, -0.1], [0.2, -0.2, 0.0], [0.0, 0.0, 0.0], [0.0, 0.0, 0.1], [-0.1, 0.0, 0.0], [0.0, 0.1, 0.0], [0.0, 0.0, 0.0], [0.0, 0.0, 0.0], [0.0, 0.0, 0.0], [0.0, 0.0, 0.0], [0.0, 0.0, 0.0], [-0.1, 0.0, 0.0], [0.0, 0.0, 0.0], [0.0, 0.0, 0.0], [0.0, 0.0, -0.1], [0.2, 0.0, 0.0], [0.0, 0.0, 0.0], [0.0, 0.0, 0.0], [0.0, 0.1, 0.0], [0.0, 0.0, 0.1], [0.0, -0.1, 0.0], [0.0, 0.0, 0.0], [-0.3, -0.1, -0.1], [0.1, 0.0, 0.0], [0.0, 0.1, -0.1], [-0.1, 0.1, -0.5], [-0.1, 0.2, 0.2], [0.2, -0.3, 0.2], [0.1, 0.1, 0.0], [0.1, -0.2, 0.0], [0.1, 0.1, 0.0], [-0.1, 0.0, 0.0], [-0.1, 0.0, -0.1], [0.0, 0.0, 0.0], [-0.1, 0.1, 0.0], [0.0, 0.0, 0.0], [0.0, 0.0, 0.0], [0.0, -0.1, 0.0], [0.0, 0.0, 0.0], [-0.1, -0.1, 0.1], [0.5, -0.2, 0.3], [-0.1, 0.0, -0.2], [-0.1, -0.3, 0.0], [0.7, -1.5, -0.3], [-0.6, 0.5, 0.1], [-0.3, -0.1, 0.0], [0.4, 0.6, -0.1], [-0.4, 0.1, 0.0], [0.0, 0.1, 0.2], [0.0, -0.1, 0.0], [0.0, 0.1, 0.1], [0.0, 0.0, 0.0], [-0.1, 0.1, 0.0], [-0.3, 0.6, 0.0], [0.0, 0.0, 0.0], [0.0, 0.0, 0.0]], "charge": -2, "lumo_energy_ev": [4.0, 4.0], "orbital_gap_ev": [5.4, 6.5], "de_lowest_ev": 1.039, "e_homo_ev": [-1.48, -2.58], "multiplicity": 4}